{
  "formula": "C2H10N2P",
  "method": "ωB97M-V with the def2-TZVPD basis set",
  "de_lowest_kcal_mol": 81.8,
  "homo_energy_ev": -13.31,
  "lumo_ev": -3.8,
  "gap_ev": 9.5,
  "e_tot_ev": -14495.8256,
  "charge": 1,
  "symbols": ["C", "C", "N", "N", "P", "H", "H", "H", "H", "H", "H", "H", "H", "H", "H"],
  "xyz": [[-2.171, 0.618, 0.331], [0.349, -0.278, 0.351], [1.389, 1.162, -0.259], [1.415, -1.277, 0.078], [-1.222, -0.795, -0.406], [-1.450, 1.540, 0.429], [-2.422, 0.196, 1.411], [-3.058, 0.752, -0.216], [0.422, -0.119, 1.466], [0.841, 2.001, -0.073], [1.423, 1.138, -1.266], [1.427, -2.064, 0.757], [1.607, -1.521, -0.944], [2.275, -0.799, 0.172], [-0.824, -0.554, -1.832]],
  "atomic_forces_ev_per_a": [[2.46, -0.08, 2.36], [3.15, 2.84, -0.90], [-2.14, -2.47, 1.90], [0.77, -1.24, -1.21], [-0.08, -0.04, -0.46], [-1.95, -1.51, -0.28], [0.41, 1.06, -2.22], [-1.14, 0.65, -0.50], [-0.62, 0.05, -1.31], [0.03, -0.06, 0.28], [-0.33, -0.42, -0.62], [-0.20, 0.10, -1.04], [-1.45, -0.49, 1.40], [1.54, 1.23, 1.15], [-0.46, 0.38, 1.45]]
}